49
Properties=species:S:1:pos:R:3:forces:R:3 method="wB97M-V/def2-TZVPD" orbital_gap_ev=9.60 e_above_lowest_kcal_mol=12.4 smiles="Cc1ccnc(C)c1C(=O)NC[C@@H]1Cc2ccccc2CN1C(=O)CO" e_tot_ev=-31727.614
H -0.094008 -2.476795 -3.017287 0.00 0.01 0.00
C -0.034711 1.712358 -1.011709 0.02 0.00 0.01
C -1.785643 3.029907 0.915564 -0.01 0.02 0.01
C -3.428768 1.408087 0.283661 -0.09 0.07 -0.13
H 3.290719 4.700485 0.332680 0.00 0.00 0.00
C 1.297241 -3.824454 1.921062 -0.01 0.00 0.00
H 2.454025 2.824285 -1.038343 0.00 0.00 0.00
H 1.790543 -3.015239 2.463749 -0.01 0.00 0.01
O -1.111506 -2.261158 -0.221189 -0.01 0.02 -0.02
C 1.159914 -2.979751 -0.456349 0.01 0.00 -0.01
H -0.530071 4.978427 2.239357 0.00 0.00 0.00
H 1.786134 5.783218 1.980071 0.00 0.00 0.00
C -1.056030 0.899381 -0.224060 0.02 0.00 -0.04
H -2.456784 3.802711 0.535661 0.00 0.00 -0.01
H 0.090315 0.832180 1.619367 0.00 0.00 -0.01
C 0.488446 2.857765 -0.190230 0.01 0.00 -0.02
O -4.278506 2.138304 0.763889 0.00 0.01 0.01
H -5.733659 0.356931 -0.122864 0.04 0.12 0.22
C 0.073013 -2.024708 -0.053955 0.00 -0.03 0.03
H 3.833072 -5.351278 -1.684441 0.00 0.00 0.00
C 1.569745 -3.029939 -1.790810 0.00 0.01 -0.03
H -3.142782 -0.726169 -0.066793 0.00 0.00 -0.01
H 1.556354 -4.761294 2.411096 0.01 0.00 0.00
C -0.354335 3.463946 0.735062 0.01 0.00 0.00
C 1.799626 3.307821 -0.321465 -0.01 0.00 0.00
H -1.489921 0.160426 -0.894000 -0.01 0.00 0.01
N 0.506743 -0.873996 0.519916 0.02 0.01 -0.01
N 2.518484 -3.865759 -2.207974 -0.01 0.00 0.00
H -2.011849 2.944987 1.983530 0.00 0.01 -0.01
C 0.127454 4.513197 1.513346 -0.01 0.00 0.01
C 0.929499 -2.149233 -2.826474 -0.01 0.00 0.00
C 3.066697 -4.681206 -1.310308 0.01 0.00 0.00
H -0.512032 2.082014 -1.923431 -0.01 0.00 0.01
N -2.117680 1.777431 0.241767 0.00 -0.02 0.01
H -3.802484 0.174907 -1.431865 0.01 0.00 0.00
C 2.707344 -4.710108 0.024502 0.01 -0.01 0.00
H 3.181110 -5.409339 0.701400 0.00 0.00 0.00
H 0.788429 1.067109 -1.325617 0.00 0.00 0.00
H 0.881398 -1.109717 -2.495102 -0.01 0.00 0.00
O -5.097447 -0.322442 0.125765 -0.08 -0.11 -0.31
H 1.496860 -0.723881 0.609552 0.00 0.00 0.01
C -3.834996 0.071166 -0.338290 0.10 -0.08 0.22
C 2.270422 4.358391 0.446708 0.00 0.01 0.01
H 0.220954 -3.675908 2.010086 0.00 0.00 0.00
C -0.430778 0.141751 0.955096 -0.02 -0.01 0.01
C 1.727070 -3.837515 0.480481 -0.01 0.00 0.02
C 1.427301 4.964754 1.369891 0.01 0.00 0.00
H 1.496697 -2.203621 -3.751677 0.01 -0.01 0.01
H -1.231619 -0.338429 1.520972 0.00 0.00 0.00